No. 1
The molecule C4H6N2O. Source: OMol25; level of theory: ωB97M-V with the def2-TZVPD basis set.

## Properties
- max |F| (eV/A) = 2.05
- molecular weight (g mol⁻¹) = 98.10
- lowest unoccupied orbital energy (eV) = 0.43
- energy relative to the best compared isomer or geometry (same formula, charge and spin) (kJ/mol) = 185.1
- E (eV) = -9271.583
- structure (SMILES) = C[C@H]1N=CC(O)=N1
- gap between HOMO and LUMO (eV) = 10.199

```
! RIJCOSX wB97M-V def2-TZVPD def2/J DEFGRID3
* xyz 0 1
O 0.47803 2.22817 1.64706
N -0.60748 0.38617 0.82546
N 0.84872 -0.15831 -0.95774
C -1.19100 -1.63649 -0.69945
C 1.18383 0.96886 -0.42462
C 0.33050 1.25765 0.72399
C -0.19731 -0.65148 -0.11438
H 1.23936 2.77965 1.43920
H -0.65618 -2.43019 -1.23664
H 0.20784 -1.04320 0.85213
H -1.74554 -2.08874 0.12609
H 2.01421 1.57151 -0.78834
H -1.90499 -1.18360 -1.39275
*
```


No. 2
The molecule C4H6N2O. Source: OMol25; level of theory: ωB97M-V with the def2-TZVPD basis set.

## Properties
- max |F| (eV/A) = 2.58
- molecular weight (g mol⁻¹) = 98.10
- lowest unoccupied orbital energy (eV) = 0.77
- energy relative to the best compared isomer or geometry (same formula, charge and spin) (kJ/mol) = 330.3
- E (eV) = -9270.079
- structure (SMILES) = COc1cnc[nH]1
- gap between HOMO and LUMO (eV) = 9.056

```
! RIJCOSX wB97M-V def2-TZVPD def2/J DEFGRID3
* xyz 0 1
O 0.31131 -0.96464 0.94825
N -0.96456 1.56112 -1.16081
N -0.91955 1.01246 0.97947
C -0.19505 0.08748 0.30024
C -0.17891 0.47658 -1.02291
C 1.10313 -1.82667 0.14131
C -1.42109 1.94622 0.05783
H 0.35929 0.08118 -1.86718
H 0.51520 -2.23435 -0.68925
H -0.84866 2.85116 -0.31426
H -1.13237 0.93099 1.96600
H 1.97386 -1.29052 -0.25538
H 1.43370 -2.63335 0.79526
*
```


No. 3
The molecule C4H6N2O. Source: OMol25; level of theory: ωB97M-V with the def2-TZVPD basis set.

## Properties
- max |F| (eV/A) = 0.37
- molecular weight (g mol⁻¹) = 98.10
- lowest unoccupied orbital energy (eV) = 0.82
- energy relative to the best compared isomer or geometry (same formula, charge and spin) (kJ/mol) = 398.3
- E (eV) = -9269.373
- structure (SMILES) = CNC(=O)N1C=C1
- gap between HOMO and LUMO (eV) = 9.440

```
! RIJCOSX wB97M-V def2-TZVPD def2/J DEFGRID3
* xyz 0 1
O 1.26001 1.84442 0.95918
N 1.31591 -0.31638 0.27941
N -0.28392 1.25109 -0.61384
C -1.51754 1.38277 0.17546
C -1.55233 0.39867 -0.63534
C 0.57293 -1.45861 -0.20187
C 0.80505 0.94510 0.27798
H -1.78874 1.97981 1.02567
H -0.39250 -1.55408 0.31493
H -2.00436 -0.40279 -1.19690
H 0.40085 -1.35322 -1.27651
H 2.07443 -0.44938 0.93306
H 1.14926 -2.36788 -0.03203
*
```